{
  "formula": "C54H40GaNO10PS",
  "method": "the ωB97M-V functional and the def2-TZVPD basis",
  "orbital_gap_ev": 6.27,
  "mol_weight_g_mol": 995.67,
  "charge": -1,
  "e_homo_ev": -5.807,
  "e_lumo_ev": 0.46,
  "symbols": ["C", "H", "H", "H", "C", "C", "C", "H", "P", "C", "H", "C", "H", "C", "C", "C", "C", "S", "C", "H", "O", "H", "C", "H", "C", "C", "C", "H", "C", "O", "H", "C", "C", "H", "H", "H", "N", "C", "O", "C", "C", "C", "H", "H", "O", "H", "O", "Ga", "C", "H", "C", "H", "C", "H", "C", "H", "C", "H", "H", "O", "H", "C", "C", "H", "H", "H", "H", "H", "C", "H", "H", "C", "C", "C", "C", "C", "H", "H", "C", "C", "C", "C", "H", "C", "H", "C", "H", "O", "H", "C", "C", "H", "H", "C", "C", "C", "C", "O", "O", "H", "C", "C", "C", "O", "C", "C", "C", "C"],
  "positions_angstrom": [[4.3357, -5.7919, -2.2288], [4.2589, -4.5288, -0.1333], [4.5839, -1.7355, -2.3047], [0.2060, 0.4017, -2.4298], [-4.5742, 3.9674, -4.3445], [-3.1859, 3.8251, -4.3731], [-3.4337, 1.5638, -5.1739], [5.7870, 0.4889, -2.7542], [3.4819, -0.8425, -2.1016], [0.1066, -1.7153, 6.0731], [-1.3030, -2.0115, 2.9984], [-5.1701, 5.2330, -3.8616], [1.8286, -5.5833, -2.4851], [-7.2218, 6.5224, -3.3009], [-8.6060, 6.6529, -3.2588], [-0.1792, -1.4350, 4.7409], [-1.4931, -1.0200, -2.5151], [2.1088, -3.7348, 1.8329], [6.0845, 7.4507, 0.2317], [-2.4711, -4.9249, 0.6578], [-7.5740, 2.1591, -5.1732], [-2.5454, 4.6466, -4.0684], [-2.3246, -6.1948, 10.1320], [3.7226, 0.0996, -1.0301], [5.7327, 1.5359, -2.4792], [-6.6449, 5.3568, -3.8078], [-1.7191, -3.2896, 4.6746], [-1.5313, -2.5443, 0.1711], [-0.5223, -2.7849, 6.7126], [-2.9487, -5.3676, 6.0806], [-1.1422, -5.6719, 11.8527], [-8.8477, 4.4597, -4.2315], [-1.9848, -3.1031, -0.7095], [4.0794, -6.2746, -3.2299], [-6.5944, 7.3290, -2.9342], [-2.8796, -6.9702, 10.6505], [0.8743, -1.7625, 0.0494], [-1.0862, -2.2265, 4.0400], [5.2284, 6.4996, -2.2530], [1.5971, -2.4950, 0.8016], [6.1040, 1.9378, -1.2006], [5.6001, 5.6715, -1.4378], [-3.3406, -6.5125, 8.2677], [-9.4861, 3.6598, -4.5935], [-4.4587, 6.1579, -3.5064], [7.1529, 7.2204, 3.4465], [-2.3605, -0.0830, -2.5807], [1.3915, -1.8718, -1.8293], [5.6220, 4.2327, -1.7826], [4.0748, -6.4223, -1.3121], [-0.9221, -4.1836, 8.8078], [4.9905, 2.1606, -4.3986], [6.8448, 6.9050, 2.4546], [-3.6283, -6.4660, -1.2434], [5.2887, 2.4771, -3.4049], [0.3071, -0.5998, 4.2471], [-4.8166, 1.7076, -5.1633], [7.0955, 4.8164, 2.8831], [6.4441, 1.1987, -0.4819], [1.2349, -3.5870, -2.6068], [-10.4987, 5.7297, -3.7046], [0.0285, -0.6619, -2.8559], [2.0106, -4.5860, -1.9176], [-1.5393, 2.5148, -4.8052], [-5.4461, 0.8782, -5.4700], [-3.8761, -5.4107, -3.7076], [-2.8656, -3.0039, -4.3196], [5.4643, -5.5753, -2.1833], [6.4882, 7.8549, 1.4999], [1.6535, -4.7938, -0.8378], [0.8169, -1.0962, 6.6120], [-6.8620, 3.0613, -4.7636], [6.0437, 3.2870, -0.8471], [-3.2390, -5.4273, -1.4905], [-3.3400, -4.7720, -2.9201], [-7.4591, 4.3200, -4.2618], [-2.9900, 0.6238, -5.4850], [5.8049, 8.1960, -0.5064], [-2.5485, -4.5301, -0.4063], [-2.5847, -5.9353, 8.7908], [6.4236, 3.7023, 0.5207], [-2.0467, -2.4668, -2.1357], [6.5232, 8.9117, 1.7457], [6.4209, 5.1438, 0.8602], [3.8746, -3.7281, -2.9394], [-0.6509, -4.4583, 10.1493], [0.2577, -0.5886, -3.9729], [6.7402, 2.8709, 1.3558], [-9.0524, 7.5582, -2.8594], [6.8119, 5.5517, 2.1367], [5.2334, 3.8229, -3.0597], [-2.4284, -3.8996, 4.1242], [4.8916, 4.5518, -3.7876], [-1.3512, -5.4627, 10.8083], [-2.6187, 2.6253, -4.7880], [-1.4456, -3.5650, 6.0154], [-0.2013, -3.0839, 8.1256], [0.6383, -2.4313, 8.7227], [3.3908, 0.0311, -3.4147], [0.1024, -3.8876, 10.6829], [-9.4186, 5.6245, -3.7310], [-5.3902, 2.9120, -4.7544], [-2.7485, -3.3505, -3.2329], [4.1822, -3.7987, -0.7923], [6.0449, 6.0928, -0.0894], [3.6143, -4.3456, -2.0084], [-2.1508, -4.6761, 6.6913], [-1.8793, -4.9329, 8.1242]],
  "atomic_forces_ev_per_a": [[0.39, 1.32, 0.43], [-0.34, 0.86, -0.74], [-0.06, 0.40, 0.88], [-0.57, -1.59, -0.80], [0.20, -0.19, -0.07], [0.14, -0.20, -0.07], [-0.20, 0.13, -0.01], [-0.03, 0.20, -0.03], [-0.37, 2.12, -3.05], [-0.01, 0.10, -0.24], [0.06, -0.04, 0.11], [0.77, 0.55, 0.23], [0.23, 1.46, 0.82], [-0.27, 0.10, 0.03], [0.21, -0.11, -0.06], [-0.02, -0.11, 0.20], [-1.93, 2.75, -0.80], [-0.54, 2.46, -1.46], [0.07, 0.15, 0.24], [-0.03, 0.67, -1.60], [0.09, 0.31, 0.11], [-0.22, -0.04, 0.01], [0.04, 0.11, -0.20], [0.43, -0.92, -0.01], [0.24, 0.20, 0.24], [-0.44, 0.16, 0.09], [0.07, 0.18, -0.14], [-0.59, -0.75, -1.53], [0.00, 0.17, -0.28], [0.19, 0.15, 0.25], [-0.01, 0.03, -0.11], [-0.16, 0.20, 0.09], [-1.46, -1.90, -2.38], [0.19, 0.53, 1.54], [0.06, -0.21, -0.11], [0.06, 0.07, -0.07], [4.48, -3.68, 4.36], [-0.05, -0.12, 0.14], [0.13, -0.09, 0.27], [-3.96, 0.90, -1.90], [-0.03, -0.12, -0.27], [-0.34, 0.38, -0.81], [0.16, 0.17, -0.08], [0.25, 0.01, 0.02], [-0.27, -0.16, -0.08], [-0.03, -0.04, -0.10], [2.85, -3.56, 0.42], [-1.17, 0.06, -1.96], [-0.04, -0.19, -0.11], [0.22, 0.45, -1.44], [-0.14, -0.29, 0.29], [-0.05, -0.05, 0.19], [-0.03, -0.17, -0.14], [0.57, 1.66, -0.47], [0.05, 0.24, 0.02], [-0.03, -0.12, 0.04], [0.26, -0.09, -0.06], [-0.07, -0.03, -0.24], [-0.05, 0.22, 0.02], [1.16, -0.07, 1.72], [0.11, -0.02, 0.00], [-0.34, 0.29, 1.10], [0.12, -0.95, -1.09], [-0.13, -0.01, 0.05], [-0.04, 0.21, 0.08], [1.03, 1.38, 1.05], [0.32, -0.36, 1.95], [-1.58, -0.48, -0.17], [-0.06, -0.16, -0.17], [0.77, 0.59, -1.43], [-0.11, -0.20, 0.05], [-0.35, -0.87, -0.35], [-0.04, -0.11, -0.20], [1.95, 4.97, -0.91], [1.46, 1.16, 3.02], [-0.30, 0.31, 0.12], [-0.05, 0.10, 0.10], [-0.02, -0.25, -0.01], [-0.54, 0.97, -3.24], [-0.01, -0.11, 0.26], [0.19, -0.88, 0.45], [-1.45, -4.11, 0.57], [-0.02, -0.11, -0.04], [0.04, 0.39, 0.24], [-0.48, -0.44, 1.67], [-0.11, -0.17, 0.17], [-0.56, -0.43, 1.48], [-0.04, 0.32, -0.14], [0.06, -0.09, -0.04], [0.04, 0.25, 0.11], [0.04, -0.28, -0.10], [0.08, 0.00, 0.21], [0.08, 0.01, 0.21], [0.05, 0.13, -0.17], [-0.14, 0.13, 0.01], [0.08, 0.19, -0.25], [0.69, 0.60, 0.29], [-0.23, -0.20, -0.07], [0.05, -1.48, 2.02], [-0.08, 0.03, -0.22], [0.17, -0.13, -0.06], [0.26, -0.12, 0.00], [-0.06, -1.61, 2.85], [-0.19, -0.37, -0.65], [0.13, 0.27, 0.37], [-0.24, -2.41, -0.25], [-0.61, -0.45, -0.67], [0.00, -0.14, 0.42]]
}


{
  "formula": "C54H40IKN2O3P2",
  "method": "the ωB97M-V functional and the def2-TZVPD basis",
  "orbital_gap_ev": [5.23, 6.99],
  "mol_weight_g_mol": 992.88,
  "e_homo_ev": [-5.653, -7.155],
  "e_lumo_ev": [-0.43, -0.17],
  "e_above_lowest_kj_mol": 221.16,
  "symbols": ["H", "C", "H", "H", "H", "H", "H", "C", "C", "H", "H", "H", "C", "O", "H", "C", "C", "H", "H", "H", "H", "C", "C", "C", "C", "C", "C", "C", "C", "C", "C", "H", "H", "H", "C", "C", "H", "H", "H", "H", "H", "C", "H", "C", "C", "C", "C", "C", "C", "C", "H", "P", "H", "K", "H", "C", "C", "C", "C", "N", "C", "O", "C", "O", "H", "H", "C", "C", "C", "C", "H", "C", "H", "C", "H", "C", "H", "H", "C", "C", "I", "H", "C", "C", "C", "C", "H", "C", "C", "C", "H", "P", "C", "N", "H", "C", "H", "C", "C", "C", "C", "H", "H"],
  "positions_angstrom": [[-5.5882, 3.1902, 4.8341], [5.3675, -1.0223, -5.2263], [7.4091, -0.5300, -4.8612], [5.5560, -1.6235, -6.1053], [2.0680, 0.2541, 5.2781], [-5.8272, -0.5209, -1.3371], [3.4793, 6.1969, -1.0389], [-1.9625, -4.4976, -1.8309], [3.0473, 2.9854, -0.0289], [-6.0155, 0.2625, 1.7363], [3.8694, -2.8188, 1.6392], [7.8913, 2.1384, -1.0990], [-3.3294, -4.6487, -3.8767], [-3.6885, -4.0514, -5.0425], [-3.2855, -3.1800, -5.1020], [2.5783, 5.6131, 0.8193], [3.9524, -1.2787, 3.2607], [2.4016, 6.6285, 1.1489], [-3.2473, 2.8690, -0.8012], [-4.8570, -2.0441, -0.9335], [4.9995, 0.5486, 3.9711], [-1.9521, 2.3016, 2.2388], [-3.8736, 2.8902, 3.6097], [-4.1137, 1.2245, 1.8259], [4.3110, 0.8429, 2.0250], [3.5926, 0.3147, 0.8480], [-3.3396, 2.1814, 2.5128], [7.0516, 1.6758, -1.6000], [7.2166, 0.9387, -2.7303], [4.7823, 0.5128, -2.8858], [-4.5167, -3.6119, 0.4533], [3.2424, -1.2502, -5.3761], [1.7280, 4.7152, 2.5765], [3.8884, 3.8955, -1.7856], [3.4145, 4.0684, -0.8271], [2.2016, 4.5430, 1.6182], [-5.0571, -4.3276, -0.1530], [-6.3767, 2.9785, -3.7076], [2.6766, -1.3430, -0.0515], [-2.1158, -5.5658, -1.7483], [-0.8674, -4.3576, -0.0115], [0.8043, -1.5618, 2.0580], [4.7025, 1.8522, 1.9829], [-5.9451, 1.6913, 3.3340], [-5.1719, 2.6417, 3.9993], [-1.0711, -2.4237, -0.9530], [-6.1891, 1.1569, -2.5903], [-3.0763, -1.7761, 1.9423], [-5.8351, 2.4508, -2.9336], [-2.5401, -3.8370, -2.9153], [8.1999, 0.7878, -3.1589], [-3.3601, 0.3857, 0.3818], [-6.9579, 1.4948, 3.6588], [-0.0459, 0.9461, 0.2721], [-7.0143, 0.6670, -3.0912], [-2.3750, -2.4515, -3.0070], [-1.6608, -1.7645, -2.0512], [-3.9158, -4.0077, 1.6361], [3.3692, -1.9049, 1.9665], [0.2794, -0.4097, 2.4709], [-4.4110, -2.2965, 0.0168], [-1.0622, 2.8587, 1.7049], [3.2037, -0.9652, 0.8205], [-3.6432, -5.7932, -3.6887], [-3.2684, 3.6127, 4.1408], [2.1373, 2.4252, 1.8541], [4.6502, 1.2348, -1.6491], [5.7608, 1.7953, -1.0629], [6.3792, -0.4275, -4.5431], [-5.4988, 0.4746, -1.5947], [0.2422, 1.0500, 3.9484], [-1.2442, -3.8183, -0.8702], [4.7228, -1.9062, 3.7127], [3.1836, 5.3701, -0.4057], [-2.8311, -1.8690, -3.8020], [-4.4335, 1.0754, -0.9320], [2.6833, -2.1832, 4.8254], [-4.4865, 4.0762, -2.5289], [-3.1848, -3.0857, 2.3755], [4.4714, 0.1158, 3.1281], [1.6527, 0.1564, -3.4968], [0.7663, -3.1981, 0.7050], [3.7430, -0.0709, -3.6873], [-4.0811, 2.3792, -1.2952], [-5.4136, 0.9984, 2.2571], [-3.7107, -1.3589, 0.7676], [-2.6807, -3.3864, 3.2853], [2.5711, -1.4959, 3.9846], [2.0147, -2.1922, 2.7127], [2.4292, 3.2411, 1.1984], [5.6390, 2.3395, -0.1343], [3.1219, 1.2672, -0.6324], [1.7988, -0.2878, 4.3798], [-0.4648, -1.6452, -0.0010], [-1.5647, -0.6858, -2.1131], [6.1125, 0.3419, -3.3852], [-3.9956, -5.0341, 1.9707], [-4.7778, 3.0652, -2.2748], [4.0462, -0.8187, -4.7960], [0.3466, -2.2042, 0.8888], [0.7748, 0.1562, 3.6321], [-2.4562, -1.0831, 2.5029], [1.8490, -3.2629, 2.8440]],
  "atomic_forces_ev_per_a": [[-0.01, 0.00, 0.00], [0.06, 0.03, 0.03], [0.00, -0.01, -0.02], [0.01, 0.00, 0.00], [0.04, -0.03, 0.00], [0.01, 0.06, 0.03], [0.00, 0.00, 0.00], [0.01, -0.01, 0.01], [0.02, 0.02, 0.04], [-0.01, 0.00, 0.00], [0.01, 0.01, -0.03], [0.02, -0.01, -0.01], [0.15, -0.06, -0.06], [-0.06, -0.04, 0.02], [0.03, 0.07, -0.01], [0.00, -0.02, -0.01], [0.00, -0.05, -0.02], [0.00, 0.00, 0.00], [0.01, -0.03, 0.01], [0.07, 0.01, 0.03], [-0.01, -0.04, 0.03], [0.26, -0.45, 0.18], [-0.09, -0.07, -0.03], [-0.05, 0.02, 0.11], [0.03, -0.01, 0.00], [0.04, -0.10, 0.02], [-0.11, 0.25, 0.04], [-0.04, -0.02, -0.01], [0.00, 0.01, 0.01], [-0.04, 0.03, 0.06], [0.01, 0.00, 0.00], [0.00, 0.00, 0.01], [0.00, 0.01, -0.01], [0.01, -0.01, 0.00], [0.00, 0.03, -0.02], [-0.02, 0.00, 0.02], [0.00, -0.01, 0.01], [0.00, 0.00, 0.00], [0.00, -0.01, 0.01], [0.00, 0.00, 0.00], [0.00, 0.00, 0.00], [0.06, 0.06, 0.05], [0.00, -0.01, 0.00], [-0.02, -0.01, 0.00], [0.03, 0.02, -0.01], [-0.06, 0.14, 0.01], [-0.01, -0.02, 0.01], [-0.01, -0.07, 0.00], [0.02, 0.01, 0.01], [-0.05, 0.02, 0.00], [0.01, 0.01, 0.01], [0.18, 0.08, -0.04], [0.00, 0.00, -0.01], [0.27, 0.00, -0.54], [0.00, 0.01, -0.01], [0.01, 0.04, 0.01], [0.02, -0.03, 0.02], [0.01, 0.01, 0.00], [-0.01, -0.02, 0.06], [-0.03, -0.22, 0.06], [-0.02, -0.05, -0.08], [-0.38, 0.49, 0.09], [-0.02, 0.06, -0.03], [-0.07, 0.02, 0.04], [0.03, -0.01, -0.02], [0.01, -0.03, -0.03], [0.09, 0.04, 0.04], [-0.01, 0.02, 0.00], [-0.04, -0.01, 0.01], [-0.12, -0.01, 0.04], [-0.02, -0.01, -0.01], [-0.02, -0.03, -0.01], [0.00, 0.00, -0.01], [0.00, -0.01, 0.01], [-0.02, -0.03, -0.02], [0.03, -0.07, -0.09], [-0.05, 0.04, 0.04], [-0.01, 0.00, -0.01], [0.01, 0.01, 0.00], [0.03, 0.10, -0.02], [0.01, 0.03, 0.04], [-0.03, -0.01, 0.00], [0.10, -0.06, -0.10], [0.01, 0.00, -0.05], [0.01, 0.03, -0.01], [-0.08, 0.02, 0.06], [-0.01, -0.02, 0.00], [0.03, -0.05, -0.01], [0.02, -0.05, -0.01], [-0.01, 0.03, 0.01], [0.00, 0.00, -0.01], [-0.14, -0.04, 0.02], [-0.06, 0.08, -0.07], [-0.03, -0.16, 0.12], [0.00, 0.00, -0.01], [0.04, 0.00, -0.03], [0.00, 0.00, 0.00], [-0.01, 0.01, 0.01], [-0.09, -0.01, -0.01], [0.00, -0.01, 0.01], [0.09, 0.04, 0.06], [-0.01, 0.02, -0.01], [-0.01, 0.01, 0.00]]
}